The following is a DFT calculation (ωB97M-V/def2-TZVPD) of a 5-piece molecular cluster, C39H34BNO12 overall.

HOMO energy = -8.83 eV
total energy = -67727.43226 eV
SMILES = CN(C)B(O)c1ccc2c(c1CCCO)C(=O)C=CC2=O.O=C1C=CC(=O)C=C1.O=C1C=CC(=O)C=C1.O=C1C=CC(=O)C=C1.O=C1C=CC(=O)C=C1
maximum force = 0.99 eV/Å
frontier orbital gap = 7.13 eV

```
87
Properties=species:S:1:pos:R:3:forces:R:3
H -5.869184 3.505136 -1.839989 0.0 0.0 0.0
C -6.585821 -2.773263 2.476179 0.1 0.0 0.0
C -7.994997 -4.666003 4.107944 0.0 0.0 0.0
C -6.324224 2.740281 -1.223465 0.0 0.0 0.0
H -8.189432 0.083078 1.024819 0.1 0.0 0.0
H -2.992843 -0.226867 0.832074 -0.1 -0.1 0.0
H 1.001762 1.405396 -4.507820 -0.1 0.0 -0.2
O -1.053320 -1.690419 -2.861478 0.0 0.2 0.4
C -7.733250 0.847044 0.406272 -0.1 0.0 0.0
H -9.684085 -3.393087 3.986125 0.0 0.0 0.0
C 0.621620 0.893481 -3.625960 -0.1 -0.1 0.1
H -4.632173 1.465393 -1.105376 0.0 -0.1 0.0
C 0.349856 0.272246 -0.008280 -0.1 -0.2 0.4
C 2.638396 -2.708349 0.748638 -0.2 0.0 -0.5
C -8.389153 1.935903 0.011758 0.0 0.0 0.0
H -1.024694 0.965723 1.543322 -0.1 0.2 -0.1
C 5.891795 -0.412198 -4.108695 0.0 0.0 0.0
H 2.552544 2.390097 3.545858 0.0 0.0 0.0
C -6.579323 -4.892849 3.718343 0.0 0.0 0.0
C 5.152130 5.347712 3.847120 0.0 0.0 -0.1
H 3.574950 2.882518 5.767652 0.0 0.0 0.0
H -2.085597 -1.289261 -0.203319 0.0 0.0 -0.4
H -0.439489 1.101419 -3.512559 -0.1 -0.1 -0.1
H 2.621424 -1.769688 -3.850783 0.0 -0.2 0.2
O 1.424016 -0.072341 2.730108 -0.2 0.6 0.1
H 1.140300 1.339697 -2.765769 0.0 0.1 0.0
C -8.652921 -3.579590 3.713936 0.0 0.0 0.0
C 1.965431 -1.487648 0.873128 -0.1 0.0 -0.2
C -7.999428 -2.550634 2.867700 0.0 0.0 0.0
H 1.605187 -3.605628 -2.321845 0.0 0.0 -0.1
O 3.128744 3.747386 1.411370 0.0 0.0 0.0
N 0.892712 -0.542015 -3.698613 0.3 -0.1 0.8
H -0.692945 -0.739451 1.566665 0.0 0.0 0.3
C -0.892971 0.095023 0.904786 0.5 -0.2 -0.4
H 5.870141 6.144374 3.993991 0.0 0.0 0.0
H 6.921593 -1.651165 -5.592206 0.0 0.0 0.0
H -9.419886 2.122218 0.285308 0.0 0.0 0.0
C 1.702660 -3.008620 -1.424262 0.1 0.2 0.3
C 1.039453 -1.773085 -1.339366 -0.2 -0.4 0.1
O 3.685845 -4.315117 2.125105 0.3 -0.9 0.1
C -2.153400 -0.255513 0.135067 -0.1 0.2 0.7
O 7.797960 2.714315 -5.913910 0.0 0.0 0.0
O -5.715215 -0.366757 0.374161 0.0 0.0 0.0
C 2.341507 -0.728795 -3.742368 -0.1 0.4 -0.6
H 3.027511 -4.426172 -0.463088 0.0 -0.1 0.0
H -2.048062 1.460648 -0.762790 0.0 0.1 0.0
O -8.604746 -1.560579 2.509296 -0.1 0.0 0.0
C 5.702417 0.982488 -3.635617 0.0 0.0 0.0
B 0.234508 -1.318078 -2.643381 0.4 0.3 -0.4
C -7.738686 2.967821 -0.833543 0.0 0.0 0.0
H -8.450506 -5.430239 4.724642 0.0 0.0 0.0
C 4.608244 5.084916 2.661982 0.0 0.0 0.0
C 3.816853 3.450885 4.878451 0.0 0.0 0.0
C 3.271734 3.188476 3.693403 0.0 -0.1 0.0
H 4.095603 -0.051277 3.138258 -0.2 0.1 0.3
H -6.130395 -2.008838 1.857258 -0.1 0.0 0.0
O -8.337962 3.958653 -1.192760 0.0 0.0 0.0
C 3.625006 3.986087 2.492573 0.0 0.0 0.0
O 5.297072 4.787592 6.128744 0.0 0.0 0.0
C -5.929524 -3.861590 2.872061 0.0 0.0 0.0
C 6.799380 -0.627093 -5.263256 0.0 0.0 0.0
H -1.429368 -2.049265 -2.050425 -0.2 -0.1 -0.1
H 5.234848 -2.253214 2.920583 0.0 -0.1 0.2
H 5.035370 1.116362 -2.793179 0.0 0.0 0.0
H 2.862485 -0.276328 -2.892784 0.0 -0.2 0.2
C 6.324005 2.001227 -4.222967 0.0 0.0 0.0
H 0.000239 0.616055 -0.976392 0.1 0.0 -0.3
H 8.087965 0.258297 -6.692999 0.0 0.0 0.0
C -5.664421 1.652837 -0.832557 0.1 0.1 0.0
C 1.127617 -1.009894 -0.155455 0.2 -0.5 -0.3
H 4.850599 5.651865 1.772141 0.0 0.0 0.0
C 2.238449 -0.733172 2.134934 0.2 -0.3 -0.3
H 2.723523 -0.221488 -4.631856 0.0 0.0 -0.1
C -6.319607 0.624699 0.013678 0.0 0.0 0.0
C 3.622131 -0.895167 2.660159 0.4 0.0 0.0
C 7.421324 0.391545 -5.850616 0.0 -0.1 0.0
H -4.898522 -4.047877 2.599561 0.0 0.0 0.0
C 2.496678 -3.489906 -0.391479 -0.3 0.4 0.1
H 6.200880 3.025286 -3.894262 0.0 0.0 0.0
C 4.799897 4.550673 5.049904 0.0 0.0 0.0
O -5.981225 -5.882724 4.080203 0.0 0.0 0.0
C 3.540919 -3.160374 1.839407 -0.2 0.6 -0.1
O -2.430018 0.600520 -0.961338 0.1 0.0 -0.2
H 1.011235 1.041351 0.384858 0.0 0.1 0.1
O 5.323899 -1.338887 -3.571889 0.1 0.0 0.0
C 4.240525 -2.063541 2.547483 0.0 0.2 -0.1
C 7.232688 1.786656 -5.377840 0.0 0.0 0.0
```
Forces are in eV/Å.

In elementary charge units, the Löwdin charges are:
1 H 0.121
2 C 0.031
3 C 0.021
4 C 0.024
5 H 0.093
6 H 0.107
7 H 0.085
8 O 0.197
9 C 0.031
10 H 0.121
11 C -0.083
12 H 0.100
13 C -0.111
14 C -0.091
15 C 0.026
16 H 0.119
17 C -0.384
18 H 0.110
19 C -0.387
20 C 0.021
21 H 0.124
22 H 0.112
23 H 0.090
24 H 0.083
25 O 0.114
26 H 0.082
27 C 0.020
28 C -0.033
29 C -0.367
30 H 0.122
31 O 0.098
32 N -0.091
33 H 0.110
34 C -0.150
35 H 0.122
36 H 0.122
37 H 0.123
38 C -0.009
39 C -0.029
40 O 0.133
41 C -0.249
42 O 0.109
43 O 0.088
44 C -0.105
45 H 0.123
46 H 0.092
47 O 0.091
48 C 0.018
49 B -0.561
50 C -0.388
51 H 0.122
52 C 0.019
53 C 0.024
54 C 0.019
55 H 0.114
56 H 0.093
57 O 0.104
58 C -0.387
59 O 0.110
60 C 0.026
61 C 0.023
62 H 0.092
63 H 0.123
64 H 0.118
65 H 0.081
66 C 0.023
67 H 0.084
68 H 0.122
69 C 0.029
70 C -0.090
71 H 0.121
72 C -0.319
73 H 0.088
74 C -0.356
75 C 0.029
76 C 0.022
77 H 0.122
78 C 0.020
79 H 0.122
80 C -0.387
81 O 0.107
82 C -0.355
83 O -0.072
84 H 0.121
85 O 0.097
86 C 0.031
87 C -0.386

=====

The following is a DFT calculation (ωB97M-V/def2-TZVPD) of a 5-piece molecular cluster, C39H34ClF5INO3 overall in a non-equilibrium geometry.

HOMO energy = -9.09 eV
total energy = -82834.62471 eV
SMILES = CCOc1c(F)c(C[C@@H](C)I)cc2c1C(=O)C(N)=C(Cl)C2=O.Fc1ccccc1.Fc1ccccc1.Fc1ccccc1.Fc1ccccc1
maximum force = 3.26 eV/Å
frontier orbital gap = 8.15 eV

```
84
Properties=species:S:1:pos:R:3:forces:R:3
C 2.771004 -5.542709 0.691911 0.1 0.3 0.1
C 3.148165 -5.774375 -0.617360 -0.3 -0.5 0.4
C -3.476651 2.556416 -0.648589 -0.6 -0.8 -0.5
C 1.581332 1.793306 -0.695674 -1.6 -0.6 -1.1
C -5.040811 5.377226 4.504970 0.0 -0.2 0.2
C 1.390284 0.704148 -1.668129 -1.4 1.1 -0.6
H -1.112675 11.237678 -1.838109 0.0 0.0 0.0
C 0.212182 9.581733 -2.106095 -0.4 -0.3 0.2
C -0.649942 7.406913 -1.602040 -0.1 0.2 0.0
C 2.491407 -12.113968 -1.453712 0.1 0.2 -0.1
C 0.398099 8.212928 -2.028326 0.2 -0.1 -0.1
C -4.703068 5.003589 3.217316 0.0 0.7 0.2
C -2.047948 9.354091 -1.356546 0.2 -0.2 0.0
H -4.178195 5.626337 1.239273 0.1 0.0 0.0
F 2.367234 -10.874112 0.544722 0.0 0.0 0.1
H -4.334650 2.513559 1.168731 -0.3 0.5 -0.3
C -3.637685 1.557807 -1.565973 0.9 0.1 0.0
H 0.184961 3.593480 2.607811 0.6 -0.6 -0.9
Cl -5.137320 0.599043 -1.747242 1.6 1.1 0.1
O -2.016146 4.500734 -0.318016 -0.5 -0.6 0.1
H 1.278899 2.253639 1.987324 -0.2 0.9 -0.4
H 2.209537 -8.999600 -0.939760 0.0 0.1 0.0
C -0.848571 2.458882 -0.911789 1.2 -1.4 -0.6
H 1.926911 5.339243 1.961882 0.2 -1.0 0.5
C 1.462524 -14.286898 -1.550388 0.0 -0.1 0.0
F -4.621099 3.692044 2.912041 0.0 0.0 0.2
C 2.175227 -6.564753 1.419645 0.0 -0.2 -0.3
H 1.355733 7.785840 -2.299630 0.0 0.0 0.0
H 4.770684 -0.050701 -0.722368 -0.4 -0.9 0.5
H 2.943226 -4.569307 1.135004 0.0 0.0 -0.1
H -0.057976 -0.320033 -3.034236 -0.1 0.8 0.7
C 4.148483 -0.739057 -0.091399 -0.5 0.2 0.7
O 0.596184 3.743679 0.567252 0.5 -1.9 -0.4
F 3.721822 -4.780436 -1.324685 0.1 0.1 -0.1
H 3.049698 -11.308519 -1.915067 0.0 0.0 0.0
C 1.022216 3.337389 1.890775 0.7 1.6 1.7
C -4.537768 7.296130 2.554992 -0.1 -0.1 0.2
C -1.025182 1.374381 -1.880833 0.8 0.0 0.2
F 1.228003 10.362801 -2.514089 0.1 0.1 0.0
H 2.521584 -13.380953 -3.185135 0.0 0.0 0.1
H -2.690866 7.346635 -0.940842 0.1 0.0 0.0
H 1.513419 -8.606716 1.402548 0.0 0.0 -0.1
C -4.871862 7.685466 3.846325 0.0 0.1 0.0
H -5.238910 4.616095 5.249598 0.0 0.0 0.0
C 0.479952 2.683545 -0.304875 -1.1 -0.9 -1.5
H 2.185220 -0.929105 -2.969041 0.0 1.1 0.8
C 2.948568 -7.004731 -1.216263 0.1 0.0 -0.2
C -4.447004 5.947003 2.238230 0.0 -0.2 -0.2
C 2.362718 -8.030230 -0.484442 0.0 0.3 0.1
C 2.527254 -0.256332 -2.130540 -0.4 -0.5 1.1
C 2.217404 4.301335 2.291908 -0.3 -0.2 -0.9
H 0.470425 -14.940178 0.240163 0.0 0.1 0.0
H 3.249779 -7.155343 -2.245752 0.0 0.0 0.0
C -2.442148 1.181684 -2.517895 0.0 0.3 1.0
H 3.437042 0.304933 -2.491462 -0.9 -0.6 0.6
C -1.873013 7.977953 -1.269210 -0.1 0.0 0.0
H -3.002998 9.797887 -1.100823 0.1 0.0 0.0
N -4.586017 2.844994 0.235954 1.2 0.0 -0.6
C 2.070543 -11.992514 -0.141776 -0.1 -0.5 -0.3
H -4.938543 8.738390 4.094409 0.0 -0.1 0.0
H 3.786183 -0.128951 0.784214 0.4 -0.5 -1.0
C 2.921592 -1.262378 -0.933220 1.3 0.4 -0.6
C 2.189505 -13.271398 -2.159718 -0.1 -0.1 0.2
C 1.040369 -14.149502 -0.232656 0.1 0.1 -0.2
H 3.189973 -2.259444 -1.371595 -0.5 0.9 0.4
C 0.058732 0.496781 -2.291477 0.9 2.3 2.1
H 1.037517 -12.875643 1.507966 0.0 0.0 0.0
C -0.997569 10.162800 -1.772307 0.0 0.3 0.0
H 3.131338 4.038998 1.688241 -0.8 0.2 0.8
H 1.223438 -15.188302 -2.102629 0.0 0.1 0.0
C 1.350594 -12.997476 0.478351 -0.1 0.0 0.2
C -5.120586 6.726959 4.822320 0.1 0.0 -0.3
H -0.514662 6.334397 -1.529354 0.0 0.1 0.0
H -5.377057 7.031637 5.829745 0.0 -0.1 -0.1
H -4.347491 8.043609 1.794117 0.0 -0.1 0.0
H 2.415443 4.313445 3.393163 -0.1 -0.2 -1.0
H 4.755485 -1.572697 0.363438 -0.6 0.8 -0.8
C 1.974079 -7.808974 0.832381 -0.1 0.0 0.1
H -4.821229 3.836836 0.243018 0.3 -0.3 0.3
H 1.868471 -6.391762 2.444202 0.0 0.0 -0.1
F 2.833732 1.981566 -0.135097 -1.6 -0.1 -0.7
I 1.219474 -1.637425 0.390723 0.5 -0.3 -0.3
O -2.613335 0.783334 -3.640044 0.2 0.0 0.7
C -2.104675 3.325223 -0.578456 0.6 -1.0 -0.5
```
Forces are in eV/Å.

In elementary charge units, the Löwdin charges are:
1 C -0.031
2 C -0.286
3 C -0.225
4 C -0.112
5 C -0.017
6 C -0.207
7 H 0.115
8 C -0.291
9 C -0.073
10 C -0.021
11 C -0.015
12 C -0.274
13 C -0.087
14 H 0.092
15 F 0.051
16 H 0.081
17 C -0.459
18 H 0.129
19 Cl 0.659
20 O 0.108
21 H 0.125
22 H 0.085
23 C 0.029
24 H 0.084
25 C -0.097
26 F 0.044
27 C -0.075
28 H 0.116
29 H 0.077
30 H 0.091
31 H 0.127
32 C -0.177
33 O -0.072
34 F 0.044
35 H 0.113
36 C -0.206
37 C -0.074
38 C -0.058
39 F 0.057
40 H 0.106
41 H 0.091
42 H 0.097
43 C -0.093
44 H 0.117
45 C -0.121
46 H 0.116
47 C -0.014
48 C -0.014
49 C -0.080
50 C -0.176
51 C -0.070
52 H 0.105
53 H 0.116
54 C -0.328
55 H 0.125
56 C -0.094
57 H 0.102
58 N 0.070
59 C -0.283
60 H 0.102
61 H 0.049
62 C -0.685
63 C -0.082
64 C -0.082
65 H 0.057
66 C 0.022
67 H 0.117
68 C -0.023
69 H 0.074
70 H 0.101
71 C -0.017
72 C -0.081
73 H 0.094
74 H 0.106
75 H 0.104
76 H 0.077
77 H 0.080
78 C -0.092
79 H 0.070
80 H 0.106
81 F 0.039
82 I 0.852
83 O 0.104
84 C -0.232

=====

The following is a DFT calculation (ωB97M-V/def2-TZVPD) of C39H34ClN3SSi2V as an isolated structure in a non-equilibrium geometry.

HOMO energy (alpha / beta) = -9.53 / -9.43 eV
ΔE to the lowest compared entry with this formula, charge and spin = 228.28 kJ/mol
total energy = -110258.80905 eV
net charge = +1
<S²> = 2.390
spin multiplicity = 3
maximum force = 4.23 eV/Å
frontier orbital gap (alpha / beta) = 5.98 / 5.23 eV

```
81
Properties=species:S:1:pos:R:3:forces:R:3
C 0.042596 3.385336 7.290987 0.7 -0.3 0.0
C 3.028026 -0.863343 4.422074 0.6 -1.9 -0.7
C -0.821003 2.411455 -0.851290 0.0 0.0 -0.2
H -1.640033 1.192743 2.241112 0.1 -0.2 0.1
H 3.388044 0.790787 6.762246 -0.3 0.2 -0.1
C -2.910905 1.330556 -0.297630 0.1 0.2 -0.3
C 3.971731 -1.722839 4.948878 -0.8 0.5 -0.6
C -0.333824 -1.890728 2.049116 -0.9 -0.4 0.2
C 0.157389 -2.769227 -6.054442 0.0 0.1 0.1
H 0.259279 2.357337 -1.013121 -0.4 0.1 -0.1
H 2.830169 2.778384 -5.752811 -0.2 0.0 0.1
Si -0.629639 -0.446995 -0.616912 0.1 0.5 -0.2
H 4.602137 -1.484302 5.796933 0.0 -0.4 -0.2
H 1.106347 4.447530 -6.436555 -0.1 -0.2 0.3
H -0.945789 2.522486 4.102718 0.0 0.1 0.3
H 2.252394 0.950063 -4.163669 -0.2 0.2 -0.2
H 0.213043 -5.202912 -1.718093 -0.3 0.2 0.0
C -0.928724 -0.374666 3.675418 -1.2 -1.6 0.1
C -1.749063 -4.604543 -2.420543 0.1 0.2 0.1
H -1.142301 -1.093193 -5.620404 0.2 -0.2 0.0
H 1.580619 -4.392116 -6.220931 -0.1 0.3 0.2
C -1.203160 0.214538 2.410997 -1.6 -0.7 0.5
H 1.973031 -1.874916 -2.733647 -0.1 -0.1 -0.2
H -3.185668 -1.556027 -1.853866 0.1 -0.3 -0.1
C -0.757810 3.318898 6.136273 0.2 -0.3 -0.7
H -1.941218 -5.549027 -2.931904 0.0 0.3 0.2
C -1.470277 3.645098 -0.927658 -0.2 0.0 0.2
N 1.369939 0.866741 4.290085 1.6 -0.6 0.5
C -0.535483 -4.408798 -1.749764 -0.2 0.1 0.1
C -0.428866 3.589248 -5.173821 0.0 0.0 0.1
C 1.270063 2.704788 7.357653 -0.4 0.8 0.3
C 0.859910 1.895341 5.088422 0.3 -0.7 0.3
H -0.903609 4.543500 -1.187384 -0.2 -0.3 0.2
C -1.542890 1.233794 -0.601769 -0.1 -0.1 0.5
C -2.844879 3.727153 -0.680893 0.2 -0.2 0.0
Si -0.351556 0.044654 -3.074730 -0.1 -0.2 -0.9
H 2.317870 -3.228853 2.213308 0.2 0.1 0.2
C -3.557538 2.570187 -0.350561 0.0 -0.1 0.1
H 2.725744 -3.820755 -4.080103 -0.2 0.2 -0.1
H -1.715067 3.844060 6.112157 0.4 -0.2 0.0
C 1.821927 2.719165 -5.345990 0.0 -0.1 0.1
C -1.174239 -0.859356 1.389644 -0.2 0.1 1.1
S 3.987107 -3.222409 4.070858 -0.5 1.1 0.0
H -0.095059 -2.393808 4.218377 0.2 0.3 -0.1
C 2.745116 -2.647083 3.024075 0.3 2.2 1.0
H -0.309392 3.970385 8.142010 0.2 -0.2 -0.2
C 1.500862 1.689237 -4.455298 -0.3 0.4 -0.2
C -0.355170 2.581502 5.015545 -0.1 0.4 0.2
C -0.763143 2.564272 -4.284726 0.4 0.0 -0.2
H -2.154891 -1.190326 1.007279 0.2 0.2 -0.1
H 1.916930 2.725068 8.237120 -0.4 0.1 -0.2
H 0.004397 -2.792028 1.550047 -0.1 0.1 0.2
C 2.459383 0.358607 4.914784 -2.3 2.1 0.4
H -1.187686 0.039034 4.642133 0.5 0.1 -0.1
C -0.288877 -1.688332 -5.287343 0.3 -0.3 0.1
Cl 1.912835 1.354173 1.196574 -0.1 -0.2 0.6
C 1.885840 -3.215728 -4.426946 0.0 0.0 0.0
H -3.678532 -3.756779 -2.921714 0.4 0.0 0.1
H -1.797325 -0.001686 -3.389394 -0.2 0.0 0.3
H -3.357279 4.691558 -0.742249 0.2 -0.4 0.0
H -1.179093 4.332633 -5.443021 0.2 -0.2 0.0
C 0.193837 1.588227 -3.953574 0.2 0.4 0.3
H -1.768644 2.505417 -3.857610 0.3 0.0 -0.2
V 0.859652 -0.212525 2.556743 2.5 2.4 -2.4
C 1.459199 -2.123225 -3.665832 -0.3 -0.3 -0.5
H -0.349380 -3.009971 -6.989815 0.1 0.0 0.2
C 0.857251 3.662916 -5.718733 0.0 -0.3 0.2
C 1.657189 1.987160 6.240222 -0.1 -0.9 -0.2
C -1.202222 -2.137785 -1.223497 -0.2 0.0 0.3
H -4.625130 2.629085 -0.119729 0.4 0.0 -0.1
C -0.271537 -3.183554 -1.134524 -0.3 -0.2 -0.4
H 0.686634 -3.024173 -0.633088 -0.2 0.0 -0.2
C 1.238271 -3.544136 -5.622721 -0.1 0.3 0.2
N 2.651813 1.008599 6.101535 0.4 -0.2 -0.5
C -2.715083 -3.593965 -2.431188 0.0 0.0 0.1
H -3.481540 0.432902 -0.039066 0.1 0.3 -0.1
N 2.364502 -1.379548 3.296432 1.2 -2.2 0.7
C -2.451241 -2.363729 -1.822091 0.4 -0.2 -0.1
H 0.615077 -0.534160 0.149581 0.9 0.0 -1.3
C 0.352835 -1.366876 -4.080958 0.3 -0.4 0.3
C -0.374221 -1.680184 3.450282 -1.7 0.4 0.7
```
Forces are in eV/Å.

In elementary charge units, the Löwdin charges are:
1 C -0.057
2 C -0.262
3 C -0.143
4 H 0.119
5 H 0.174
6 C -0.105
7 C -0.280
8 C -0.203
9 C -0.079
10 H 0.081
11 H 0.104
12 Si 0.601
13 H 0.090
14 H 0.107
15 H 0.111
16 H 0.105
17 H 0.109
18 C -0.158
19 C -0.068
20 H 0.105
21 H 0.105
22 C -0.173
23 H 0.101
24 H 0.103
25 C -0.056
26 H 0.109
27 C -0.071
28 N 0.057
29 C -0.072
30 C -0.080
31 C -0.003
32 C -0.184
33 H 0.116
34 C -0.329
35 C -0.076
36 Si 0.759
37 H 0.097
38 C -0.077
39 H 0.102
40 H 0.115
41 C -0.078
42 C -0.320
43 S 1.100
44 H 0.131
45 C -0.362
46 H 0.114
47 C -0.090
48 C -0.001
49 C -0.110
50 H 0.137
51 H 0.121
52 H 0.104
53 C -0.203
54 H 0.125
55 C -0.092
56 Cl 0.071
57 C -0.090
58 H 0.111
59 H 0.024
60 H 0.109
61 H 0.104
62 C -0.327
63 H 0.101
64 V 0.519
65 C -0.120
66 H 0.105
67 C -0.078
68 C -0.166
69 C -0.342
70 H 0.108
71 C -0.134
72 H 0.095
73 C -0.083
74 N 0.189
75 C -0.065
76 H 0.106
77 N -0.079
78 C -0.102
79 H -0.043
80 C -0.326
81 C -0.156